(1)
Formula: C29H24HgN9O2S2
Source: the OMol25 dataset
Level of theory: ωB97M-V with the def2-TZVPD basis set

Each line ends with the Löwdin spin population.
Cartesian coordinates (Å):
Hg: 0.14780 -0.15230 0.33080  0.00
C: -1.09960 4.01480 1.95390  0.00
C: -1.28990 2.88410 0.97390  0.00
N: -0.36300 2.57370 0.13470  0.00
N: 0.71400 3.36770 0.04570  0.00
C: 1.86630 2.87070 -0.26250  0.00
N: 2.84000 3.80430 -0.61600  0.00
S: 2.40280 1.24460 -0.21650  0.00
C: -2.49980 2.06670 0.91640  0.00
C: -3.42450 1.95440 1.95950  0.00
C: -4.49670 1.09290 1.81630  0.00
C: -4.63450 0.36670 0.64270  0.00
C: -3.66330 0.53760 -0.33510  0.00
N: -2.65010 1.36640 -0.21530  0.00
H: -0.05120 4.01770 2.24700  0.00
H: -1.71830 3.90900 2.83710  0.00
H: -1.31410 4.96830 1.46630  0.00
H: 2.67510 4.71350 -0.20460  0.00
H: 3.77330 3.44700 -0.46580  0.00
H: -3.28860 2.50500 2.87900  0.00
H: -5.20410 0.96200 2.62850  0.00
H: -5.44340 -0.33430 0.50340  0.00
H: -3.70020 -0.02010 -1.26340  0.00
N: -1.48990 1.34940 -4.01420  0.04
C: -1.03760 1.29280 -2.71310  0.06
N: -0.39540 0.30780 -2.23420  0.01
C: -0.07640 -0.77640 -3.02840  0.16
N: 0.57530 -1.81990 -2.55730  -0.07
N: 0.89120 -1.81980 -1.26750  0.08
C: 1.59970 -2.84670 -0.85920  0.18
C: 2.06200 -2.95560 0.47160  0.06
C: 2.83390 -4.06550 0.89950  0.06
C: 3.28810 -4.11100 2.19270  0.02
C: 2.98730 -3.05870 3.05900  0.10
C: 2.21220 -2.01470 2.56940  0.00
N: 1.76360 -1.95500 1.33770  0.09
C: -0.44720 -0.76060 -4.42420  0.01
C: -0.09760 -1.76490 -5.33710  0.07
C: -0.51820 -1.70180 -6.65600  0.01
C: -1.30270 -0.65420 -7.09860  0.07
C: -1.64680 0.37050 -6.21350  0.02
C: -1.20930 0.32570 -4.90320  0.02
H: -2.05340 2.12340 -4.33010  0.00
H: -1.25630 2.14420 -2.08780  0.00
H: 1.87450 -3.62870 -1.57240  0.01
H: 3.05070 -4.86530 0.20160  0.00
H: 3.88170 -4.94940 2.54370  0.00
H: 3.33740 -3.06240 4.08260  0.01
H: 1.94390 -1.18170 3.21200  0.00
H: 0.50610 -2.58410 -4.98100  0.00
H: -0.22920 -2.48480 -7.34670  0.00
H: -1.64410 -0.61680 -8.12480  0.01
H: -2.25340 1.20020 -6.55390  0.00
O: -3.70520 -2.10100 1.51170  0.00
C: -2.54700 -1.68720 1.67660  0.00
O: -1.73800 -1.44910 0.74770  0.00
C: -2.12560 -1.49920 3.13570  0.00
C: -2.82430 -2.27700 4.05480  0.00
C: -2.63850 -2.17390 5.41920  0.00
C: -1.71650 -1.25440 5.89850  0.00
C: -0.99900 -0.48380 5.01220  0.00
C: -1.17870 -0.58880 3.62520  0.00
S: -0.23260 0.55340 2.70900  0.00
H: -3.56460 -2.95870 3.65690  0.00
H: -3.20980 -2.79190 6.10570  0.00
H: -1.56000 -1.13650 6.96530  0.00
H: -0.27480 0.23800 5.36440  0.00

LUMO level (spin up / spin down) ... 4.5 / 4.5 eV
2S+1 ... 2
Kohn-Sham gap (spin up / spin down) ... 4.255 / 6.090 eV
Total energy ... -73814.6436 eV
Molecular weight ... 795.3 g mol⁻¹
<S²> ... 0.827
Net charge ... -2

(2)
Formula: C29H24N4NiO4S3
Source: the OMol25 dataset
Level of theory: ωB97M-V with the def2-TZVPD basis set

Each line ends with the Mulliken charge.
Cartesian coordinates (Å):
Ni: -0.87367 -0.35424 -0.57559  0.03
N: 0.74428 -1.46461 -0.20449  -0.01
C: 0.39035 -2.77907 0.35316  -0.86
C: -1.08952 -2.86386 0.72298  0.49
O: -1.53137 -3.88767 1.28084  -0.87
N: -1.74436 -1.79032 0.33625  0.54
C: -3.14783 -1.62126 0.58435  -0.66
C: -3.58962 -0.27798 -0.00852  0.32
O: -4.76746 0.06904 0.09742  -0.82
O: -2.66600 0.40280 -0.59747  -0.63
H: 1.51273 -1.53910 -0.85520  0.24
H: 0.97244 -0.79921 0.56430  0.42
H: 0.97730 -3.02942 1.24110  0.32
H: 0.57772 -3.55869 -0.39059  0.34
H: -3.38665 -1.63586 1.65278  0.31
H: -3.75797 -2.41194 0.12880  0.30
C: -1.53768 -5.24499 -4.41878  -0.36
C: -0.82334 -4.38379 -5.24499  -0.53
C: -0.51968 -3.09891 -4.82485  -0.42
C: -0.93987 -2.66554 -3.56587  -0.23
C: -1.65783 -3.52467 -2.74227  0.08
C: -1.95146 -4.81211 -3.16698  -0.75
N: -0.68112 -1.37659 -3.02443  0.57
N: 0.01054 -0.62531 -3.71968  -0.60
C: 0.29601 0.64624 -3.14103  0.68
C: 0.90204 1.53351 -4.03512  -0.34
C: 1.22427 2.81494 -3.62837  -0.50
C: 0.93963 3.18867 -2.31715  -0.87
C: 0.35139 2.28504 -1.43943  0.61
C: 0.00979 0.97545 -1.79786  -0.92
H: -1.76671 -6.25062 -4.75162  0.35
H: -0.50110 -4.72330 -6.22305  0.33
H: 0.03830 -2.41390 -5.44882  0.39
H: -1.95788 -3.15774 -1.76550  0.41
H: -2.49942 -5.47779 -2.51208  0.40
H: 1.09912 1.18827 -5.04563  0.39
H: 1.68716 3.51573 -4.31440  0.33
H: 1.18567 4.18780 -1.97104  0.43
H: 0.15836 2.61491 -0.42226  0.42
O: 0.43458 0.39549 1.66894  -0.86
C: 0.89379 1.38818 2.44369  2.55
C: -0.05932 2.59964 2.37179  -0.26
C: -1.31121 2.53332 1.84594  -0.76
C: -2.00542 3.77755 1.88630  -0.61
C: -1.27026 4.77353 2.44847  -0.53
S: 0.28441 4.20706 2.91767  -0.05
C: 0.98713 0.91738 3.90826  -0.47
C: 0.44983 1.39910 5.06417  -0.54
C: 0.73955 0.58388 6.19908  -0.49
C: 1.49211 -0.50374 5.87719  -0.59
S: 1.82887 -0.55546 4.19806  -0.11
C: 2.31184 1.84757 2.01141  -0.24
C: 2.87601 1.61210 0.79622  -0.54
C: 4.17970 2.17160 0.66406  -0.69
C: 4.59355 2.81654 1.78916  -0.63
S: 3.39956 2.73097 3.01973  -0.08
H: -1.69800 1.62306 1.40919  0.31
H: -3.00503 3.91277 1.49542  0.41
H: -1.54432 5.80815 2.58890  0.42
H: -0.14249 2.30310 5.09519  0.48
H: 0.39302 0.79384 7.20303  0.37
H: 1.83413 -1.28581 6.53749  0.41
H: 2.33595 1.07889 0.02754  0.36
H: 4.78077 2.10020 -0.23354  0.39
H: 5.53469 3.31715 1.95777  0.41

LUMO level (spin up / spin down) ... 4.1 / 4.1 eV
Kohn-Sham gap (spin up / spin down) ... 6.417 / 6.186 eV
Total energy ... -118162.7827 eV
Molecular weight ... 647.4 g mol⁻¹
Net charge ... -2

(3)
Formula: C29H25BrCaN3O4S3
Source: the OMol25 dataset
Level of theory: ωB97M-V with the def2-TZVPD basis set

Each line ends with the Mulliken charge.
Cartesian coordinates (Å):
Ca: 7.51228 9.80641 11.30222  1.78
C: 11.21607 12.52092 12.78096  -1.47
C: 10.51516 11.35955 12.21556  0.40
N: 9.19953 11.25098 12.52018  0.61
N: 8.75674 12.03646 13.47572  -0.73
C: 7.46584 12.24603 13.64295  0.43
S: 6.16405 11.81017 12.61495  -0.50
S: 6.87987 12.93211 15.14268  -0.23
C: 8.38693 13.56555 16.01955  -0.73
C: 8.77547 14.95935 15.55235  0.79
C: 10.09996 15.23395 15.78915  -0.31
C: 10.66378 16.46761 15.50219  -0.56
C: 9.84857 17.39515 14.91034  -0.46
C: 8.48837 17.14135 14.71824  -0.50
C: 7.91067 15.92764 15.06979  -0.48
C: 11.23892 10.23087 11.51472  0.29
C: 12.64971 10.37607 11.42232  -0.83
C: 13.45775 9.28442 10.96755  -0.85
C: 12.88284 8.01410 10.83987  -0.20
C: 11.55860 7.81477 11.04350  -0.87
C: 10.65411 8.91622 11.22330  0.62
O: 9.39779 8.64490 11.10153  -0.60
H: 10.54222 13.12389 13.40218  0.32
H: 11.61084 13.13511 11.96627  0.36
H: 12.20389 12.23341 13.27684  0.33
H: 9.18138 12.82708 15.84993  0.25
H: 8.17257 13.59885 17.11672  0.45
H: 10.75032 14.36742 16.13236  0.19
H: 11.77253 16.50104 15.58933  0.29
H: 10.22958 18.36974 14.62224  0.35
H: 7.83606 17.92399 14.39951  0.41
H: 6.83650 15.86841 15.10905  0.39
H: 13.11447 11.36996 11.55558  0.26
H: 14.53599 9.40549 10.85883  0.32
H: 13.57626 7.21842 10.60135  0.35
H: 11.14357 6.84238 10.86559  0.37
Br: 8.77338 7.94548 14.82193  -0.15
C: 7.31397 7.21473 13.85404  0.42
C: 6.96218 5.95691 14.37217  -0.71
C: 6.27258 5.07963 13.52818  -0.29
C: 5.93780 5.41698 12.20800  -0.84
C: 6.26915 6.75585 11.84041  0.53
N: 6.89292 7.62835 12.66372  -0.18
C: 5.96360 7.24364 10.46612  0.31
O: 5.85126 6.33874 9.61588  -0.72
O: 5.92160 8.52854 10.29647  -0.83
H: 7.33784 5.77230 15.37361  0.40
H: 6.02689 4.12652 13.96733  0.37
H: 5.48125 4.87744 11.45062  0.59
C: 7.15286 14.18509 10.08785  -0.83
S: 8.45773 13.06437 9.53658  0.45
O: 8.00855 11.62471 9.69168  -0.55
C: 8.43556 13.27376 7.76482  0.52
C: 8.94392 14.44385 7.26064  -0.41
C: 9.16177 14.55287 5.90229  -0.48
C: 8.94989 13.43605 5.02233  -0.56
C: 8.35361 12.30165 5.57478  -0.39
C: 8.15855 12.17516 6.98359  -0.38
H: 6.30735 13.81577 9.48179  0.32
H: 7.38015 15.25778 9.91349  0.40
H: 6.91791 13.99266 11.13294  0.14
H: 9.32594 15.24059 7.93916  0.27
H: 9.71474 15.40586 5.53450  0.33
H: 9.03988 13.52193 3.93457  0.35
H: 8.11464 11.38572 5.01606  0.34
H: 7.70906 11.24848 7.45621  0.31

LUMO level ... 2.2 eV
Kohn-Sham gap ... 6.211 eV
Total energy ... -164129.8804 eV
Molecular weight ... 695.7 g mol⁻¹
Net charge ... -1

(4)
Formula: C29H25BrCl4N4O2S2Tc
Source: the OMol25 dataset
Level of theory: ωB97M-V with the def2-TZVPD basis set

Each line ends with the Löwdin spin population.
Cartesian coordinates (Å):
Tc: -1.54001 -0.14111 0.19444  -0.01
O: 4.94324 0.51920 2.79479  0.00
C: 4.27568 1.37044 3.61158  0.00
C: 4.91180 2.41611 4.27002  0.00
C: 4.18895 3.26933 5.08276  0.00
C: 2.81752 3.09656 5.26079  0.00
C: 2.18277 2.05893 4.61605  0.01
C: 2.89482 1.18196 3.77853  0.00
C: 1.44484 0.91933 -0.11516  0.00
O: -1.17164 1.12233 1.29566  0.01
N: 0.78167 1.47978 -1.13568  0.00
N: -0.57796 1.19199 -1.23957  0.00
C: -1.21522 1.77826 -2.19072  0.00
C: -2.64263 1.72238 -2.31887  0.00
Br: -3.59442 1.24512 -0.72611  0.00
C: -3.34481 2.07586 -3.41120  0.00
C: -2.80185 2.34521 -4.73111  0.00
C: -3.48847 3.24768 -5.55241  0.00
C: -2.99278 3.56793 -6.80217  0.00
C: -1.82616 2.96792 -7.26037  0.00
C: -1.16163 2.03500 -6.47470  0.00
C: -1.64638 1.71990 -5.21770  0.00
H: 5.87363 0.77292 2.75353  0.00
H: 5.97839 2.55834 4.14267  0.00
H: 4.70065 4.07726 5.58806  0.00
H: 2.26025 3.75682 5.90929  0.00
H: 1.12499 1.88720 4.79521  0.01
H: -0.30212 -0.78471 1.03153  0.00
H: 1.26919 1.61742 -2.02363  0.00
H: -0.68238 2.42218 -2.88760  0.00
H: -4.41787 2.19479 -3.30104  0.00
H: -4.40008 3.71046 -5.19537  0.00
H: -3.52008 4.27627 -7.42597  0.00
H: -1.44933 3.20719 -8.24563  0.00
H: -0.28229 1.53457 -6.85685  0.00
H: -1.17545 0.92846 -4.64654  0.00
Cl: -2.71896 -1.83264 1.53240  0.00
C: -3.11115 -3.07056 0.34405  0.00
C: -4.02019 -4.03876 0.71035  0.00
C: -4.29684 -5.04730 -0.20050  0.00
C: -3.66577 -5.07619 -1.43392  0.00
C: -2.74983 -4.09204 -1.76960  0.00
Cl: -1.98851 -4.15501 -3.31433  0.00
C: -2.44956 -3.05371 -0.88108  0.00
S: -1.30263 -1.79116 -1.32358  0.00
H: -4.49865 -4.00789 1.67919  0.00
H: -5.01099 -5.81723 0.05581  0.00
H: -3.88176 -5.85914 -2.14681  0.00
N: 2.64877 -4.43152 1.88480  0.00
C: 1.83906 -3.40223 2.11080  0.00
S: 0.37923 -3.46806 2.86031  0.02
C: 2.28741 -2.05197 1.64131  0.00
C: 2.56219 -1.12693 2.76641  0.00
C: 2.24170 0.13707 3.01104  0.00
N: 2.62070 0.45306 -0.27266  0.00
C: 3.21154 -0.67444 -0.23320  0.00
C: 2.61010 -1.88631 0.34151  0.00
H: 2.37588 -5.35144 2.19778  0.00
H: 3.56004 -4.31445 1.47245  0.00
H: 3.26854 -1.55878 3.47455  0.00
H: 0.84357 1.92733 2.66091  0.03
H: 4.22438 -0.73572 -0.62044  0.00
H: 2.66820 -2.78620 -0.26556  0.00
Cl: -2.22371 2.89572 2.22021  0.01
C: -0.32090 0.14911 3.71843  0.76
Cl: 0.60940 0.65402 2.30698  0.08
H: -1.35478 0.45160 3.63494  0.03
H: 0.22871 -0.38752 4.47095  0.03

LUMO level (spin up / spin down) ... -6.9 / -7.4 eV
2S+1 ... 2
Kohn-Sham gap (spin up / spin down) ... 5.616 / 5.117 eV
Total energy ... -184505.3422 eV
Molecular weight ... 845.4 g mol⁻¹
<S²> ... 0.756
Net charge ... +2

Question: Among the records above, which one has the highest molecular weight?
Answer: C29H25BrCl4N4O2S2Tc

Question: Which of these has the lowest molecular weight?
Answer: C29H24N4NiO4S3

Question: What is the molecular weight in the first record?
Answer: 795.3 g mol⁻¹

Question: Which value of total energy does entry 4 give?
Answer: -184505.3422 eV